ORCA calculation (wB97M-V/def2-TZVPD) on a structure of composition C21H47BF5NO11S4Si2 at a distorted geometry.

Positions of all 92 atoms, in Å:
C 2.42865 -2.84280 1.79595
C 2.04075 -1.43109 2.27144
O 0.79581 -0.97743 1.67322
B -0.33472 -1.19783 2.38092
O -0.41180 -2.24961 3.30580
Si -1.99694 -0.04989 2.22924
C -1.62024 1.81772 2.32242
O -0.28080 2.16251 1.88882
C -0.21932 3.13006 0.91337
C -0.14493 2.60636 -0.48427
O -0.19783 4.28069 1.20228
O -2.86964 -0.33013 0.80567
Si -3.36037 -1.84558 0.36983
C -4.74666 -1.62753 -0.88042
C -4.58110 -0.32373 -1.62745
N -4.10497 -0.27034 -2.80401
C -3.91983 -2.93324 1.78657
C -5.35719 -2.65116 2.24206
O -5.63265 -1.24548 2.36523
C -5.40995 -0.70190 3.58765
C -5.69635 0.77506 3.59403
O -5.01616 -1.33616 4.52568
C -1.98808 -2.91686 -0.53204
F -1.19731 -3.57739 0.37688
F -2.67289 -3.88971 -1.22031
C -1.05602 -2.25236 -1.57787
F -1.65155 -2.22056 -2.74605
F 0.09037 -2.88869 -1.74535
F -0.76748 -1.01844 -1.22313
H 2.55154 -3.48715 2.67456
H 3.32672 -2.83728 1.18008
H 1.57826 -3.25424 1.23419
H 2.79852 -0.70483 1.95562
H 1.97425 -1.38974 3.35988
H -0.26734 -3.10577 2.86810
H -2.84822 -0.32216 3.40857
H -2.35057 2.39159 1.73208
H -1.70541 2.16159 3.36265
H 0.73140 1.95429 -0.56432
H -0.08776 3.44262 -1.18658
H -1.04278 2.01152 -0.67828
H -5.70543 -1.58506 -0.34803
H -4.77908 -2.45467 -1.59811
H -4.89475 0.57876 -1.08125
H -4.06012 0.69629 -3.12945
H -3.22418 -2.96072 2.63600
H -3.92578 -3.95754 1.37396
H -6.05117 -3.01871 1.47597
H -5.58992 -3.16876 3.17672
H -5.60578 1.15885 4.61085
H -4.93633 1.26494 2.96884
H -6.66774 0.99582 3.14457
C 2.40079 -1.44220 -3.14807
S 3.69429 -1.94950 -2.01337
O 4.28647 -0.71004 -1.44978
C 4.83019 -2.54329 -3.27525
H 1.59928 -0.99731 -2.56345
H 2.79794 -0.70899 -3.85120
H 2.02328 -2.31591 -3.67969
H 5.06204 -1.73174 -3.96520
H 4.37797 -3.38303 -3.80337
H 5.73701 -2.87123 -2.77142
C 1.73934 1.44126 -5.76040
S 2.11154 2.56842 -4.40830
O 0.85096 3.30014 -4.10539
C 3.14312 3.67439 -5.37401
H 1.06036 0.68019 -5.37916
H 1.26034 1.99137 -6.57036
H 2.66199 0.97361 -6.10562
H 2.56716 4.06601 -6.21322
H 4.02045 3.13683 -5.73400
H 3.45929 4.49243 -4.72928
C 1.56148 7.76892 -2.25353
S 2.12884 6.64681 -3.53512
O 3.36355 7.23894 -4.12310
C 0.79100 6.97549 -4.68569
H 2.29133 7.74036 -1.44747
H 1.49315 8.77853 -2.65938
H 0.59381 7.43102 -1.88356
H 0.77285 8.03913 -4.92453
H -0.15059 6.65761 -4.23918
H 0.98049 6.39265 -5.58438
C 4.42120 -4.72386 5.40955
S 2.92329 -3.75845 5.64407
O 3.17877 -2.42855 5.03394
C 3.10416 -3.55750 7.42006
H 4.52365 -4.91531 4.34315
H 5.27830 -4.15405 5.76785
H 4.33223 -5.66862 5.94608
H 4.05486 -3.06921 7.63301
H 3.05359 -4.53434 7.90113
H 2.28111 -2.93517 7.76494

Computed properties:
- ΔE to the lowest compared entry with this formula, charge and spin (kcal/mol) = 0.0
- net charge = 0
- 2S+1 = 1
- HOMO energy (hartree) = -0.318
- orbital gap (Ha) = 0.335
- LUMO (eV) = 0.461

Atom charges from the Mulliken analysis, given in e for atoms 1 to 8: -0.648 -0.478 -0.083 -0.240 -0.450 0.417 -0.645 -0.390



ORCA calculation (wB97M-V/def2-TZVPD) on a cluster of 5 separate species, C21H47BN5O7 in total at a distorted geometry.

Positions of all 81 atoms, in Å:
C 0.51369 -2.40395 2.28551
C -0.27562 -1.70353 1.15647
C 0.18543 -2.34803 -0.18037
C 0.08933 -0.20898 1.22963
C -0.84813 0.74757 0.44923
B -0.48308 0.95026 -1.07532
O -1.45684 1.33757 -2.00959
O 0.83487 0.84877 -1.50813
C -2.33160 0.39508 0.68517
C -2.67419 -1.09865 0.61315
C -4.08896 -1.27206 1.21660
C -2.78231 -1.59408 -0.84104
N -1.72593 -1.92448 1.41043
O -2.03049 -2.01004 2.65504
H 0.15472 -3.41900 2.44524
H 1.55764 -2.44289 1.96423
H 0.48293 -1.82332 3.20251
H 0.86126 -3.17670 0.03432
H 0.76715 -1.64484 -0.77319
H -0.62571 -2.76645 -0.76923
H 0.15903 0.10064 2.27009
H 1.08898 -0.10775 0.80096
H -0.70063 1.73382 0.91299
H -1.71032 0.61558 -2.59238
H 0.96903 0.13161 -2.14725
H -2.66815 0.77654 1.65271
H -2.93140 0.90296 -0.07340
H -4.18653 -0.71609 2.14568
H -4.30214 -2.32959 1.36049
H -4.76990 -0.83319 0.48828
H -3.70897 -1.23129 -1.27700
H -2.83204 -2.68706 -0.83196
H -1.91623 -1.33021 -1.44726
C 4.57269 -2.20392 -2.64917
C 3.59993 -1.11554 -2.27687
O 2.52881 -0.96935 -2.86313
N 3.93636 -0.27538 -1.27775
C 5.15002 -0.26614 -0.48459
H 4.14767 -2.78385 -3.46366
H 5.51809 -1.76940 -2.97931
H 4.75014 -2.86734 -1.80197
H 3.23164 0.42455 -1.08693
H 4.90531 -0.39955 0.57050
H 5.66465 0.68729 -0.60687
H 5.81824 -1.06207 -0.79394
C -5.21461 3.09087 -1.19400
C -5.76429 1.85610 -0.52333
O -5.51922 0.73394 -0.93772
N -6.54205 2.02816 0.57709
C -6.93275 3.26978 1.21590
H -4.61341 2.78091 -2.04327
H -6.02342 3.73218 -1.54681
H -4.58336 3.65497 -0.50611
H -6.87012 1.16252 0.97608
H -6.57898 3.28780 2.24811
H -8.02006 3.36350 1.22078
H -6.51296 4.12037 0.69011
C 6.09299 1.61035 -6.45906
C 5.56301 0.73477 -5.34912
O 6.26797 0.37927 -4.41290
N 4.26769 0.34712 -5.41828
C 3.27860 0.65524 -6.43175
H 7.13657 1.82939 -6.25550
H 6.02075 1.10109 -7.42071
H 5.53901 2.54838 -6.50878
H 3.97970 -0.23152 -4.64470
H 2.43398 1.17724 -5.97954
H 2.90985 -0.26597 -6.88554
H 3.70337 1.28227 -7.20877
C 1.79173 0.24562 6.53256
C 0.63116 0.15747 5.57120
O 0.75835 0.38276 4.37743
N -0.57890 -0.19580 6.07282
C -0.92928 -0.50445 7.44507
H 2.67774 0.53236 5.97482
H 1.60133 0.99532 7.30148
H 1.97213 -0.71848 7.00943
H -1.30197 -0.25287 5.37080
H -1.31132 -1.52431 7.51279
H -1.70350 0.17933 7.79741
H -0.06420 -0.41325 8.09311

Computed properties:
- net charge = 0
- 2S+1 = 2
- HOMO energy (spin up / spin down) (hartree) = -0.278 / -0.323
- orbital gap (spin up / spin down) (Ha) = 0.303 / 0.348
- LUMO (spin up / spin down) (eV) = 0.677 / 0.674

Atom charges from the Mulliken analysis, given in e for atoms 1 to 8: -1.695 2.239 -1.989 -1.116 -0.046 0.290 -0.443 -0.563



| no. | calculated total energy (Ha) |
| --- | --- |
| 1 | -4406.74663 |
| 2 | -1653.76995 |